5 unconnected molecules or ions with the total composition C15H24BCl12N2O2, computed with wB97M-V/def2-TZVPD.

```
56
Properties=species:S:1:pos:R:3:forces:R:3
C -0.374 -0.543 2.339 -0.687 0.408 0.812
C -1.794 -1.309 2.341 0.133 0.618 -0.324
C -2.002 -2.285 1.036 0.922 0.430 0.865
C -1.141 -1.639 -0.139 1.366 1.592 -3.021
C 0.153 -2.295 -0.735 -1.147 3.480 -1.307
C 0.924 -1.549 -1.848 -2.798 -0.521 2.521
N 0.493 -0.243 -2.352 -1.324 -0.894 1.915
B 1.379 0.364 -3.426 1.162 0.541 -2.829
O 1.468 -0.410 -4.655 0.655 1.322 3.027
O 2.058 1.619 -3.314 -1.665 -2.370 -0.910
C -0.699 0.444 -1.893 -1.479 -2.584 3.173
C -1.201 1.869 -2.410 -0.421 -0.618 0.611
C -1.717 1.894 -3.936 2.191 0.675 -1.057
C -0.880 3.075 -4.696 -0.920 0.087 -0.866
N -0.959 4.404 -3.992 1.225 -1.255 0.851
C -1.551 -0.245 -0.764 2.937 -2.159 -1.019
H 0.508 -1.204 2.038 -1.325 1.020 0.297
H -0.168 -0.147 3.409 -0.357 -0.735 -1.726
H -0.491 0.391 1.684 0.579 -1.435 0.766
H -2.617 -0.519 2.273 1.239 -1.187 0.370
H -1.905 -1.869 3.329 -0.004 0.478 -1.582
H -1.604 -3.315 1.379 -0.549 1.580 -1.153
H -3.129 -2.362 0.799 1.961 0.163 0.098
H 0.480 -3.308 -0.308 -0.299 1.782 -0.992
H 1.869 -2.027 -2.298 -1.744 1.135 0.624
H 2.394 -0.348 -4.987 -0.753 0.111 -0.170
H 2.266 1.895 -4.248 0.117 -0.187 1.233
H -2.106 2.177 -1.755 1.706 -0.779 -0.776
H -0.370 2.624 -2.174 -1.145 -1.085 -0.661
H -2.821 2.147 -4.067 1.499 -0.687 0.486
H -1.408 0.922 -4.486 -0.959 1.385 0.951
H -1.310 3.257 -5.757 0.611 -0.675 1.718
H 0.227 2.802 -4.845 -1.706 0.306 0.356
H -1.734 4.431 -3.312 0.340 -0.050 -0.665
H -0.100 4.430 -3.403 -0.963 0.446 -0.521
H -2.507 0.217 -0.333 1.698 -0.479 -1.017
C 5.489 1.255 -5.300 0.374 0.227 -0.011
Cl 4.711 -0.303 -5.628 0.000 -0.094 0.017
Cl 7.036 1.365 -6.145 -0.337 -0.054 0.183
Cl 4.425 2.590 -5.770 -0.041 -0.081 0.067
H 5.676 1.326 -4.230 -0.074 -0.031 -0.218
C 2.557 -1.010 4.745 -0.013 -0.048 0.186
Cl 3.941 -0.898 5.840 -0.194 0.020 -0.142
Cl 3.102 -1.231 3.075 0.076 0.050 0.020
Cl 1.486 -2.332 5.230 0.139 0.271 -0.187
H 1.998 -0.077 4.803 0.139 -0.182 -0.039
C 0.279 -4.474 8.421 0.118 -0.014 0.174
Cl 1.106 -5.859 9.147 -0.142 0.154 -0.090
Cl 1.228 -2.998 8.642 -0.139 -0.138 0.067
Cl -0.033 -4.768 6.702 -0.112 -0.087 0.124
H -0.678 -4.345 8.925 0.196 -0.031 -0.138
C -4.452 1.783 3.418 -0.080 -0.099 0.367
Cl -3.061 1.894 4.506 -0.124 0.016 -0.154
Cl -3.915 1.565 1.744 -0.140 0.271 -0.123
Cl -5.518 0.458 3.905 0.127 0.178 -0.106
H -5.011 2.714 3.480 0.135 -0.189 -0.072
```
Positions in Å, forces in eV/Å.

Output
strongest force on any atom = 4.4 eV/Å
LUMO energy = -4.27 eV
HOMO-LUMO gap = 7.77 eV
calculated total energy = -6392.8026 a.u.
net charge = +1
E_HOMO = -12.046 eV

natural (NBO) population analysis, charges in e, atoms 1 to 5:
1 C -0.6467
2 C -0.4060
3 C -0.4857
4 C 0.1710
5 C -0.2550

C19H22N4O2S2 in the gas phase, computed with wB97M-V/def2-TZVPD.

```
49
Properties=species:S:1:pos:R:3:forces:R:3
C 0.006 -4.084 -3.954 -0.044 -0.147 -0.171
C 0.516 -2.858 -3.306 0.086 0.636 -0.584
N 0.786 -2.746 -2.060 -0.528 -1.652 -0.075
N 1.238 -1.559 -1.686 0.583 1.336 0.525
C 1.328 -0.714 -2.654 -0.220 -0.247 -0.760
S 1.909 0.913 -2.565 0.150 0.408 0.034
C 2.216 1.071 -0.808 0.140 0.061 -0.225
C 1.231 0.700 0.118 0.034 0.159 0.726
C 1.494 0.892 1.454 0.063 -0.151 -0.515
C 0.464 0.486 2.470 -0.118 0.252 -0.085
O 0.737 -0.098 3.501 0.188 -0.186 0.183
N -0.786 0.856 2.129 -0.245 0.178 -0.197
C -1.958 0.414 2.845 -0.152 -0.307 0.152
C -2.864 -0.427 1.943 0.102 0.423 -0.173
C -3.399 0.375 0.749 -0.156 -0.236 0.221
O -2.382 0.700 -0.186 0.100 0.145 0.174
C -2.404 0.053 -1.452 -0.035 -0.178 -0.462
C -2.293 -1.469 -1.355 0.124 0.412 0.172
C -3.611 0.469 -2.295 0.301 0.071 0.319
C 2.743 1.447 1.838 0.210 0.059 -0.337
C 3.125 1.677 3.174 0.119 0.054 0.259
C 4.341 2.235 3.459 -0.235 -0.068 0.076
C 5.226 2.595 2.430 0.092 0.016 -0.264
C 4.889 2.388 1.121 0.093 0.063 0.210
C 3.646 1.810 0.797 -0.323 -0.041 0.733
N 3.354 1.613 -0.504 -0.005 -0.128 -0.715
S 0.819 -1.370 -4.208 0.075 -0.258 0.985
H -0.928 -3.879 -4.475 -0.068 -0.074 -0.026
H -0.156 -4.845 -3.196 -0.008 -0.016 0.019
H 0.726 -4.450 -4.685 -0.012 -0.093 -0.040
H 0.307 0.263 -0.222 -0.106 -0.030 0.025
H -0.967 1.258 1.220 0.245 -0.045 0.031
H -1.613 -0.173 3.699 -0.083 0.153 -0.062
H -2.510 1.287 3.212 0.021 -0.098 0.056
H -3.713 -0.783 2.530 -0.055 -0.036 0.019
H -2.306 -1.292 1.581 -0.036 -0.084 -0.002
H -4.207 -0.182 0.268 -0.011 0.057 -0.019
H -3.813 1.326 1.109 -0.058 -0.114 -0.039
H -1.499 0.447 -1.933 -0.106 -0.113 0.007
H -3.172 -1.897 -0.878 -0.134 -0.076 0.034
H -1.410 -1.758 -0.788 0.059 -0.054 0.022
H -2.210 -1.887 -2.355 0.001 -0.079 -0.113
H -3.470 0.136 -3.320 -0.020 -0.055 -0.126
H -3.711 1.552 -2.289 -0.028 0.095 -0.043
H -4.531 0.031 -1.916 -0.118 -0.055 0.004
H 2.450 1.387 3.964 -0.016 -0.017 0.057
H 4.630 2.403 4.486 -0.010 0.001 0.090
H 6.180 3.035 2.682 0.082 0.032 -0.011
H 5.550 2.652 0.311 0.060 0.028 -0.088
```
Positions in Å, forces in eV/Å.

Output
SMILES string = Cc1nnc(Sc2cc(C(=O)NCCCOC(C)C)c3ccccc3n2)s1
strongest force on any atom = 1.7 eV/Å
LUMO energy = 0.02 eV
energy above the lowest of the compared OMol25 structures with the same formula, charge and spin = 57.1 kcal/mol
HOMO-LUMO gap = 8.58 eV
calculated total energy = -1903.1038 a.u.
E_HOMO = -8.562 eV

natural (NBO) population analysis, charges in e, atoms 1 to 5:
1 C -0.6604
2 C 0.0690
3 N -0.2587
4 N -0.3112
5 C -0.1433

A molecular structure, C31H41BN10OS5SbW, computed with wB97M-V/def2-TZVPD.

```
91
Properties=species:S:1:pos:R:3:forces:R:3
W 0.992 -0.271 0.064 0.071 -0.943 0.305
C 3.015 -1.774 -3.469 0.019 -0.007 -0.039
C 2.724 -0.720 -2.619 -0.064 -0.060 -0.004
N 1.719 -1.056 -1.800 0.039 0.072 -0.095
N 1.353 -2.321 -2.111 -0.025 0.069 0.063
C 2.120 -2.769 -3.112 -0.020 -0.055 -0.043
B 0.054 -2.975 -1.529 0.054 -0.014 0.026
N -1.037 -1.860 -1.630 0.092 0.055 0.070
C -2.279 -1.894 -2.126 -0.013 -0.082 -0.102
C -2.806 -0.615 -2.113 -0.042 -0.008 -0.057
C -1.806 0.168 -1.566 0.147 0.026 -0.082
N -0.740 -0.586 -1.258 -0.090 0.149 0.179
N 0.225 -3.284 -0.015 0.039 0.160 -0.145
C -0.084 -4.365 0.712 -0.072 -0.076 0.005
C -0.133 -4.004 2.048 -0.050 -0.034 0.020
C 0.153 -2.649 2.056 0.046 0.076 0.040
N 0.386 -2.212 0.813 -0.100 -0.180 -0.028
N -0.289 -4.166 -2.364 -0.078 -0.023 0.105
C -0.746 -4.174 -3.651 0.043 -0.044 0.069
C -0.659 -5.455 -4.116 0.066 -0.061 -0.001
C -0.103 -6.181 -3.040 0.020 -0.059 0.049
N 0.131 -5.411 -1.995 -0.106 0.106 -0.287
H 3.756 -1.807 -4.248 -0.022 -0.004 0.026
H 3.190 0.247 -2.546 0.011 -0.014 -0.012
H 1.961 -3.753 -3.525 0.016 0.037 0.018
H -2.703 -2.820 -2.477 -0.005 0.030 0.033
H -3.773 -0.301 -2.465 0.018 -0.011 0.013
H -1.792 1.232 -1.391 -0.015 -0.012 0.040
H -0.250 -5.308 0.219 0.011 0.041 0.033
H -0.368 -4.635 2.887 0.018 0.015 -0.033
H 0.189 -1.966 2.891 0.040 -0.004 -0.028
H -1.077 -3.274 -4.144 0.002 -0.028 0.017
H -0.948 -5.822 -5.087 0.006 0.007 0.044
H 0.128 -7.234 -2.989 -0.013 0.049 -0.008
O -1.185 2.286 6.312 -0.017 -0.199 0.048
C -0.835 1.834 5.280 0.027 0.438 -0.065
S 0.889 1.431 4.911 -0.055 -0.050 0.155
C 0.607 0.947 3.298 -0.284 0.007 -0.063
C -0.704 1.035 2.806 0.262 0.022 0.137
S -1.100 0.646 1.220 0.031 -0.226 -0.214
S -1.925 1.609 3.866 -0.020 -0.058 0.160
S 1.904 0.405 2.338 0.029 0.164 -0.189
C 2.014 4.235 -2.987 -0.014 -0.055 -0.097
C 1.897 2.733 -2.735 -0.185 -0.026 -0.033
C 0.716 2.116 -3.488 0.045 0.059 -0.050
Sb 1.805 2.281 -0.628 0.119 0.518 -0.287
C 3.819 2.693 0.010 0.039 0.039 -0.019
C 4.811 2.150 -1.018 0.092 0.043 0.059
C 4.072 4.173 0.293 0.115 -0.023 0.009
C 0.709 3.965 0.109 -0.066 -0.016 -0.015
C 0.691 4.048 1.633 -0.093 0.067 0.012
C -0.698 4.022 -0.483 -0.018 0.087 0.059
H 2.182 4.409 -4.053 -0.016 0.000 0.023
H 2.843 4.696 -2.450 0.018 -0.027 0.016
H 1.098 4.763 -2.718 0.026 -0.011 0.011
H 2.822 2.250 -3.053 0.021 0.013 -0.067
H -0.218 2.626 -3.242 0.011 -0.005 0.001
H 0.581 1.054 -3.275 0.041 -0.023 0.015
H 0.860 2.220 -4.566 0.013 0.029 0.029
H 3.913 2.121 0.935 0.022 -0.012 0.035
H 4.791 2.738 -1.938 -0.025 -0.003 -0.006
H 4.642 1.102 -1.271 0.014 0.015 0.070
H 5.826 2.220 -0.620 -0.021 0.008 -0.010
H 4.104 4.758 -0.627 -0.031 -0.013 -0.011
H 5.050 4.283 0.770 -0.014 -0.002 -0.025
H 3.338 4.628 0.955 -0.005 -0.039 0.024
H 1.302 4.787 -0.298 -0.010 0.068 0.053
H -0.055 3.367 2.045 0.031 0.018 -0.027
H 0.407 5.057 1.941 -0.004 -0.013 0.003
H 1.653 3.822 2.096 0.030 -0.002 -0.012
H -1.314 3.195 -0.123 0.012 0.000 0.015
H -0.698 4.005 -1.573 0.011 0.006 0.013
H -1.192 4.947 -0.174 0.018 -0.022 -0.002
N 3.329 -2.346 2.739 -0.044 0.024 -0.009
C 3.923 -2.227 1.568 -0.045 -0.266 -0.034
S 3.481 -1.126 0.292 -0.170 0.154 0.162
N 4.952 -3.016 1.274 0.100 0.066 0.001
C 5.627 -3.924 2.162 -0.077 0.038 -0.102
C 6.026 -3.528 3.432 0.141 0.021 0.044
C 6.691 -4.437 4.244 -0.015 0.035 -0.007
C 6.973 -5.714 3.784 -0.019 -0.008 -0.055
C 6.595 -6.086 2.501 0.007 -0.017 0.027
C 5.916 -5.194 1.687 -0.056 -0.086 0.024
H 2.622 -1.681 3.003 -0.071 0.052 0.037
H 3.612 -3.061 3.393 0.059 -0.025 -0.031
H 5.248 -3.009 0.309 0.060 0.050 0.019
H 5.877 -2.512 3.775 -0.061 -0.007 -0.035
H 7.009 -4.132 5.232 0.000 -0.008 -0.010
H 7.500 -6.414 4.419 -0.007 0.006 -0.010
H 6.824 -7.077 2.131 0.002 0.016 0.008
H 5.607 -5.484 0.689 0.006 0.008 0.024
```
Positions in Å, forces in eV/Å.

Output
spin multiplicity = 4
strongest force on any atom = 1.0 eV/Å
LUMO energy (spin up / spin down) = -5.69 / -7.95 eV
energy above the lowest of the compared OMol25 structures with the same formula, charge and spin = 0.0 kcal/mol
HOMO-LUMO gap (spin up / spin down) = 7.33 / 5.79 eV
calculated total energy = -4151.4797 a.u.
net charge = +2
E_HOMO (spin up / spin down) = -13.023 / -13.738 eV
⟨S²⟩ = 3.78

Löwdin population analysis, charges in e, atoms 1 to 5:
1 W 0.9490
2 C 0.0040
3 C -0.1818
4 N -0.2294
5 N 0.0404

3 unconnected molecules or ions with the total composition C14H21BF2O11S, computed with wB97M-V/def2-TZVPD.

```
50
Properties=species:S:1:pos:R:3:forces:R:3
C 4.302 0.880 0.990 0.264 -0.037 0.201
C 3.696 -0.445 0.627 -0.253 0.416 0.168
F 4.685 -1.185 0.016 0.488 -0.384 -0.223
C 2.549 -0.375 -0.394 0.492 -0.059 0.540
S 2.247 -2.081 -0.970 -1.252 -0.177 0.695
O 2.561 -2.952 0.099 0.589 -0.141 0.208
O 0.927 -2.153 -1.486 -0.163 0.269 -0.801
F 3.225 -2.311 -2.126 0.462 0.166 -0.369
O 2.879 0.574 -1.382 -0.410 0.242 -1.047
C 2.110 1.705 -1.158 0.156 1.097 -0.797
O 1.972 2.610 -1.940 0.486 -1.578 1.648
O 1.546 1.569 0.081 -0.544 0.741 -0.574
C 1.197 0.176 0.059 -0.104 -0.423 -0.085
C 0.457 -0.383 1.239 -0.308 0.476 0.328
B -1.114 -0.110 1.061 0.262 -0.593 0.191
O -1.827 -0.971 0.239 0.312 0.424 -0.159
O -1.741 0.895 1.687 -0.189 -0.168 0.070
H 4.638 1.406 0.112 -0.056 0.282 -0.302
H 5.187 0.680 1.580 0.186 -0.143 0.206
H 3.646 1.488 1.592 -0.304 0.225 0.051
H 3.379 -0.958 1.524 -0.182 -0.377 0.119
H 0.553 0.091 -0.816 -0.091 -0.451 -0.185
H 0.570 -1.459 1.220 0.174 -0.342 0.064
H 0.836 -0.006 2.183 0.309 0.062 0.156
H -1.908 -0.587 -0.636 -0.403 -0.198 -0.317
H -1.166 1.307 2.335 -0.117 0.709 0.139
O -1.442 3.683 2.599 0.220 -0.039 0.356
C -1.459 4.422 1.659 -0.223 -0.183 -0.260
C -1.551 4.041 0.194 0.314 0.387 -0.176
C -1.130 5.330 -0.508 -0.010 -0.115 -0.034
C -1.569 6.389 0.494 0.004 0.066 -0.182
O -1.430 5.767 1.785 0.037 0.004 -0.002
H -2.584 3.767 -0.028 -0.003 -0.094 0.048
H -0.890 3.208 -0.028 -0.125 -0.141 0.092
H -1.569 5.465 -1.495 -0.052 0.034 0.032
H -0.045 5.351 -0.618 -0.002 0.006 -0.011
H -2.613 6.679 0.363 -0.012 -0.028 0.016
H -0.950 7.282 0.464 0.006 0.006 0.171
O -3.197 -4.555 1.569 -0.192 0.006 0.062
C -2.893 -4.774 0.436 0.333 -0.031 0.194
C -1.558 -4.501 -0.229 -0.164 0.155 -0.445
C -1.899 -4.605 -1.712 0.135 0.001 0.042
C -3.060 -5.591 -1.698 0.055 0.020 -0.123
O -3.736 -5.361 -0.451 -0.037 0.019 -0.098
H -0.848 -5.268 0.084 0.014 0.028 0.076
H -1.188 -3.515 0.038 0.044 -0.061 0.212
H -1.070 -4.926 -2.339 -0.021 -0.056 0.004
H -2.240 -3.636 -2.077 -0.012 0.001 -0.015
H -2.723 -6.630 -1.722 0.017 0.004 0.020
H -3.760 -5.430 -2.514 -0.126 -0.028 0.096
```
Positions in Å, forces in eV/Å.

Output
SMILES string = C[C@H](F)[C@]1(S(=O)(=O)F)OC(=O)O[C@@H]1CB(O)O.O=C1CCCO1.O=C1CCCO1
strongest force on any atom = 2.3 eV/Å
LUMO energy = 0.18 eV
HOMO-LUMO gap = 10.13 eV
calculated total energy = -1996.5969 a.u.
E_HOMO = -9.952 eV

natural (NBO) population analysis, charges in e, atoms 1 to 5:
1 C -0.6514
2 C 0.1777
3 F -0.3539
4 C -0.0503
5 S 2.4170